(1)
Entry from OMol25: C32H79Li5N5O12 as an isolated structure in a non-equilibrium geometry (ωB97M-V with the def2-TZVPD basis set).

CARTESIAN COORDINATES (ANGSTROEM)
1 Li -4.97 -2.97 -3.73
2 Li -0.88 -5.65 -0.17
3 Li -5.32 -1.13 3.86
4 Li -4.36 -3.73 0.70
5 Li 0.14 -2.91 3.54
6 O -2.08 -1.03 1.66
7 C -1.66 -0.29 0.55
8 C -1.32 -1.05 -0.91
9 O -1.94 -2.28 -1.26
10 H -0.81 0.31 0.87
11 H -2.31 0.54 0.28
12 H -0.24 -1.12 -1.02
13 H -1.50 -0.37 -1.73
14 C -7.48 1.47 3.25
15 O -6.88 0.94 4.41
16 C -7.17 1.62 5.62
17 C -6.27 1.04 6.75
18 N -6.17 -0.41 6.84
19 C -7.46 -0.97 7.13
20 C -7.24 -2.34 7.63
21 O -6.65 -2.39 8.95
22 C -6.72 -3.63 9.51
23 H -7.23 0.68 2.55
24 H -7.04 2.32 2.73
25 H -8.53 1.72 3.41
26 H -8.19 1.39 5.93
27 H -7.19 2.71 5.59
28 H -6.41 1.28 7.80
29 H -5.22 1.29 6.65
30 H -5.54 -0.84 7.50
31 H -8.08 -1.01 6.23
32 H -8.05 -0.41 7.85
33 H -6.66 -2.96 6.96
34 H -8.24 -2.75 7.77
35 H -5.94 -3.51 10.27
36 H -6.42 -4.45 8.87
37 H -7.69 -3.84 9.98
38 C 5.05 2.58 3.39
39 O 4.57 1.37 3.93
40 C 4.24 0.37 3.03
41 C 3.83 -1.00 3.61
42 N 2.69 -0.93 4.58
43 C 3.10 -1.61 5.80
44 C 1.89 -1.80 6.74
45 O 0.88 -2.59 6.07
46 C -0.22 -2.76 6.97
47 H 4.25 3.27 3.13
48 H 5.53 2.50 2.41
49 H 5.71 3.04 4.12
50 H 5.03 0.13 2.33
51 H 3.43 0.60 2.34
52 H 4.72 -1.39 4.12
53 H 3.52 -1.65 2.80
54 H 2.76 0.07 4.71
55 H 4.01 -1.15 6.19
56 H 3.45 -2.61 5.54
57 H 1.57 -0.77 6.92
58 H 2.27 -2.37 7.58
59 H -1.01 -3.30 6.44
60 H -0.61 -1.80 7.31
61 H -0.07 -3.43 7.82
62 C -5.25 0.19 -5.31
63 O -5.26 -1.10 -5.67
64 C -5.30 -1.11 -7.09
65 C -5.40 -2.54 -7.55
66 N -4.26 -3.40 -7.06
67 C -2.99 -3.00 -7.72
68 C -2.02 -4.18 -7.43
69 O -2.69 -5.24 -8.10
70 C -2.18 -5.84 -9.33
71 H -4.56 0.31 -4.47
72 H -6.17 0.57 -4.86
73 H -4.92 0.89 -6.07
74 H -4.43 -0.60 -7.50
75 H -6.24 -0.68 -7.43
76 H -5.38 -2.66 -8.64
77 H -6.43 -2.86 -7.37
78 H -4.43 -4.39 -7.17
79 H -2.61 -2.05 -7.34
80 H -3.13 -2.91 -8.80
81 H -1.90 -4.34 -6.35
82 H -0.99 -4.06 -7.77
83 H -1.35 -6.47 -9.03
84 H -1.65 -5.09 -9.93
85 H -2.89 -6.46 -9.88
86 C -3.12 7.76 0.63
87 O -1.69 8.30 0.45
88 C -0.90 7.24 -0.07
89 C -0.87 7.43 -1.63
90 N 0.10 8.37 -2.11
91 C -0.30 9.57 -2.83
92 C -1.31 10.46 -2.13
93 O -1.07 11.84 -2.55
94 C -1.79 12.76 -1.74
95 H -3.89 8.51 0.77
96 H -3.02 7.14 1.52
97 H -3.46 7.17 -0.22
98 H -1.16 6.22 0.21
99 H 0.13 7.36 0.27
100 H -1.85 7.72 -2.02
101 H -0.54 6.49 -2.08
102 H 0.53 8.70 -1.26
103 H -0.61 9.35 -3.85
104 H 0.59 10.18 -2.99
105 H -1.32 10.17 -1.08
106 H -2.33 10.26 -2.46
107 H -2.83 12.71 -2.05
108 H -1.52 13.80 -1.96
109 H -1.60 12.52 -0.69
110 C 6.93 -4.51 -2.48
111 O 8.24 -4.33 -1.92
112 C 8.85 -3.29 -2.56
113 C 10.13 -2.73 -1.85
114 N 11.20 -3.68 -1.77
115 C 11.63 -4.22 -3.09
116 C 12.93 -5.04 -3.07
117 O 13.41 -5.42 -4.36
118 C 12.56 -6.35 -4.96
119 H 6.33 -5.24 -1.94
120 H 7.00 -4.99 -3.45
121 H 6.33 -3.62 -2.62
122 H 8.20 -2.44 -2.73
123 H 9.19 -3.50 -3.58
124 H 9.83 -2.27 -0.91
125 H 10.41 -1.81 -2.36
126 H 12.00 -3.12 -1.52
127 H 11.83 -3.39 -3.77
128 H 10.86 -4.90 -3.45
129 H 12.75 -5.94 -2.49
130 H 13.81 -4.56 -2.64
131 H 12.37 -7.20 -4.32
132 H 13.04 -6.54 -5.92
133 H 11.55 -6.01 -5.18

Calculated values
Max |F| = 4.01 eV/Å
Total energy = -67470.863 eV
Charge = +3
LUMO level = -9.29 eV
HOMO level = -11.77 eV
HOMO-LUMO gap = 2.48 eV



(2)
Entry from OMol25: a 8-piece molecular cluster, C32H80BrN14O16PS overall in a non-equilibrium geometry (ωB97M-V with the def2-TZVPD basis set).

CARTESIAN COORDINATES (ANGSTROEM)
1 C -6.35 -1.28 -1.57
2 C -6.31 0.06 -2.33
3 C -6.24 -0.09 -3.86
4 C -5.34 0.99 -4.52
5 C -4.23 0.38 -5.39
6 C -2.86 0.21 -4.72
7 C -2.86 -0.03 -3.21
8 C -1.47 -0.44 -2.74
9 C -1.37 -0.64 -1.21
10 C -0.64 0.56 -0.57
11 C -1.20 1.05 0.79
12 C -0.10 1.24 1.85
13 C 0.06 0.27 3.05
14 C -0.24 -1.21 2.83
15 O 0.31 -1.71 1.63
16 C 1.72 -1.45 1.45
17 C 2.39 -2.62 0.75
18 O -1.58 -1.58 2.78
19 C -2.44 -0.91 3.70
20 C -3.61 -1.82 4.03
21 C -4.81 -1.13 4.69
22 C -5.32 0.19 4.10
23 C -4.65 1.44 4.69
24 Br -5.32 0.24 2.15
25 O -3.96 -2.61 2.91
26 C -4.18 -3.97 3.22
27 C -4.33 -4.74 1.91
28 C -2.98 -5.36 1.55
29 C -2.03 -4.20 1.18
30 S -1.81 -4.19 -0.58
31 O -1.22 -5.42 -1.02
32 O -3.06 -3.86 -1.16
33 O -0.75 -3.03 -0.84
34 P 0.47 -2.19 4.32
35 O -0.60 -2.84 5.09
36 O 1.39 -1.27 5.24
37 O 1.53 -3.26 3.80
38 H -7.36 -1.47 -1.19
39 H -5.72 -1.23 -0.68
40 H -6.00 -2.12 -2.16
41 H -7.19 0.64 -2.04
42 H -5.46 0.63 -1.95
43 H -5.88 -1.09 -4.08
44 H -7.26 0.05 -4.23
45 H -4.95 1.66 -3.77
46 H -6.00 1.59 -5.15
47 H -4.58 -0.57 -5.78
48 H -4.13 1.03 -6.27
49 H -2.27 1.09 -4.99
50 H -2.38 -0.65 -5.19
51 H -3.55 -0.86 -3.01
52 H -3.17 0.87 -2.68
53 H -1.20 -1.36 -3.26
54 H -0.74 0.29 -3.07
55 H -0.75 -1.53 -1.08
56 H -2.35 -0.78 -0.76
57 H 0.43 0.37 -0.48
58 H -0.73 1.37 -1.29
59 H -1.60 2.05 0.60
60 H -2.05 0.44 1.10
61 H -0.23 2.22 2.29
62 H 0.86 1.27 1.35
63 H -0.47 0.70 3.90
64 H 1.10 0.33 3.33
65 H 1.84 -0.58 0.81
66 H 2.23 -1.22 2.38
67 H 3.09 -2.22 0.02
68 H 1.67 -3.19 0.17
69 H 2.95 -3.25 1.43
70 H -2.71 0.09 3.36
71 H -1.92 -0.78 4.65
72 H -3.19 -2.51 4.78
73 H -4.63 -1.00 5.75
74 H -5.63 -1.84 4.61
75 H -6.36 0.25 4.37
76 H -3.97 1.89 3.97
77 H -4.03 1.15 5.53
78 H -5.38 2.18 5.00
79 H -5.06 -4.09 3.86
80 H -3.33 -4.39 3.76
81 H -5.03 -5.56 2.08
82 H -4.65 -4.08 1.10
83 H -3.07 -6.10 0.76
84 H -2.55 -5.89 2.40
85 H -2.49 -3.25 1.43
86 H -1.06 -4.24 1.68
87 H -0.76 -2.44 -0.06
88 H 0.84 -0.63 5.71
89 H 1.12 -3.82 3.12
90 N 3.93 0.95 3.93
91 C 3.49 2.20 3.63
92 N 4.33 2.96 2.88
93 O 2.39 2.62 3.99
94 H 4.82 0.59 3.63
95 H 3.32 0.37 4.48
96 H 4.02 3.88 2.63
97 H 5.22 2.64 2.54
98 N 2.11 5.50 -0.69
99 C 2.66 4.66 0.22
100 N 1.91 3.59 0.58
101 O 3.77 4.85 0.71
102 H 1.20 5.37 -1.09
103 H 2.65 6.30 -0.96
104 H 2.29 2.95 1.25
105 H 0.99 3.40 0.21
106 N 0.66 7.00 4.69
107 C 1.37 6.91 3.52
108 N 1.72 5.64 3.16
109 O 1.65 7.89 2.86
110 H 0.42 6.21 5.26
111 H 0.38 7.92 4.99
112 H 2.25 5.53 2.31
113 H 1.50 4.82 3.69
114 N 6.08 5.26 -1.02
115 C 6.99 6.25 -1.24
116 N 7.97 5.95 -2.15
117 O 6.94 7.33 -0.68
118 H 6.11 4.37 -1.48
119 H 5.33 5.43 -0.35
120 H 8.65 6.66 -2.34
121 H 8.03 5.07 -2.63
122 N 6.65 -0.51 -0.10
123 C 6.14 -0.91 1.10
124 N 5.88 -2.25 1.21
125 O 5.92 -0.13 2.01
126 H 6.84 -1.13 -0.86
127 H 6.85 0.47 -0.20
128 H 5.50 -2.57 2.08
129 H 6.05 -2.91 0.48
130 N 2.44 -0.46 -6.08
131 C 1.73 -0.87 -5.00
132 N 1.40 -2.20 -5.01
133 O 1.39 -0.13 -4.08
134 H 2.70 -1.09 -6.83
135 H 2.69 0.51 -6.11
136 H 0.87 -2.56 -4.24
137 H 1.67 -2.82 -5.76
138 N 4.81 -4.30 -7.74
139 C 4.50 -3.01 -8.06
140 N 5.49 -2.30 -8.66
141 O 3.40 -2.53 -7.82
142 H 5.70 -4.72 -7.92
143 H 4.10 -4.85 -7.30
144 H 5.29 -1.35 -8.91
145 H 6.40 -2.67 -8.86

Calculated values
SMILES = CCCCCCCCCCCCC[C@](OCC)(OC[C@@H](C[C@@H](C)Br)OCCCCS(=O)(=O)O)P(=O)(O)O.NC(N)=O.NC(N)=O.NC(N)=O.NC(N)=O.NC(N)=O.NC(N)=O.NC(N)=O
Max |F| = 3.32 eV/Å
Total energy = -178277.807 eV
Charge = 0
LUMO level = -0.06 eV
HOMO level = -9.31 eV
HOMO-LUMO gap = 9.25 eV



(3)
Entry from OMol25: a 7-piece molecular cluster, C32H80F6N5O3P2 overall in a non-equilibrium geometry (ωB97M-V with the def2-TZVPD basis set).

CARTESIAN COORDINATES (ANGSTROEM)
1 N -0.11 4.18 3.12
2 H 0.73 4.66 3.40
3 H -0.61 3.89 3.95
4 H -0.12 3.31 2.61
5 H -0.55 4.87 2.53
6 N -4.69 2.14 0.40
7 H -4.64 3.09 0.73
8 H -4.37 2.15 -0.56
9 H -5.64 1.83 0.54
10 H -3.98 1.68 0.96
11 N -1.02 0.91 1.54
12 O -0.30 1.86 1.83
13 O -2.22 1.16 1.23
14 O -0.50 -0.18 1.28
15 C 3.05 -4.17 -0.01
16 C 2.88 -2.70 0.47
17 C 2.23 -1.74 -0.50
18 C 2.56 -0.28 -0.14
19 P 1.92 0.76 -1.45
20 C 2.03 2.43 -0.81
21 C 3.39 2.78 -0.15
22 C 3.47 4.23 0.01
23 C 3.78 4.93 -1.33
24 C 3.05 0.45 -2.93
25 C 3.95 1.53 -3.50
26 C 4.80 0.83 -4.58
27 C 5.35 1.92 -5.47
28 C 0.25 0.27 -1.90
29 C -0.34 1.31 -2.80
30 C 0.10 1.44 -4.26
31 C -0.81 2.44 -4.98
32 H 3.68 -4.17 -0.90
33 H 2.09 -4.59 -0.29
34 H 3.54 -4.66 0.83
35 H 3.87 -2.27 0.54
36 H 2.38 -2.65 1.44
37 H 1.14 -1.77 -0.38
38 H 2.54 -1.86 -1.53
39 H 3.58 0.02 0.11
40 H 2.02 0.13 0.71
41 H 1.24 2.50 -0.06
42 H 1.87 3.18 -1.59
43 H 4.17 2.22 -0.66
44 H 3.35 2.31 0.84
45 H 4.26 4.39 0.74
46 H 2.61 4.68 0.50
47 H 2.90 5.09 -1.96
48 H 4.53 4.50 -1.98
49 H 4.18 5.93 -1.18
50 H 2.40 -0.06 -3.64
51 H 3.68 -0.33 -2.49
52 H 4.71 1.87 -2.79
53 H 3.37 2.38 -3.84
54 H 4.30 0.06 -5.15
55 H 5.65 0.23 -4.24
56 H 5.84 2.61 -4.78
57 H 4.55 2.39 -6.04
58 H 6.02 1.60 -6.28
59 H -0.30 0.31 -0.95
60 H 0.24 -0.79 -2.15
61 H -0.10 2.27 -2.34
62 H -1.42 1.30 -2.66
63 H -0.02 0.46 -4.73
64 H 1.15 1.73 -4.31
65 H -1.83 2.06 -4.98
66 H -0.52 2.40 -6.03
67 H -0.80 3.42 -4.49
68 C -2.09 -2.98 4.48
69 C -1.10 -1.89 4.73
70 C 0.34 -2.36 4.61
71 N 1.46 -1.35 5.13
72 C 1.37 -1.27 6.63
73 C 1.21 0.10 4.59
74 C 2.50 0.88 4.75
75 C 3.61 -0.19 4.58
76 C 2.92 -1.58 4.74
77 H -2.16 -3.22 3.42
78 H -3.08 -2.63 4.79
79 H -1.88 -3.95 4.92
80 H -1.22 -1.56 5.76
81 H -1.33 -1.08 4.04
82 H 0.46 -2.51 3.53
83 H 0.42 -3.28 5.18
84 H 1.74 -2.22 7.02
85 H 0.36 -1.04 6.95
86 H 2.05 -0.48 6.95
87 H 0.34 0.55 5.08
88 H 0.89 0.05 3.55
89 H 2.40 1.43 5.68
90 H 2.49 1.66 3.99
91 H 4.48 -0.04 5.22
92 H 4.06 0.03 3.61
93 H 3.50 -2.34 5.27
94 H 2.73 -1.91 3.72
95 C -6.74 -4.56 -4.20
96 C -5.29 -4.11 -3.88
97 C -5.18 -3.48 -2.49
98 N -3.75 -3.11 -2.08
99 C -3.22 -1.90 -2.87
100 C -2.59 -4.20 -2.04
101 C -1.56 -3.73 -1.10
102 C -2.37 -3.03 0.03
103 C -3.72 -2.60 -0.59
104 H -6.91 -4.77 -5.26
105 H -7.58 -3.89 -3.98
106 H -6.91 -5.36 -3.48
107 H -5.07 -3.39 -4.67
108 H -4.54 -4.88 -4.01
109 H -5.58 -4.22 -1.79
110 H -5.79 -2.61 -2.27
111 H -2.42 -1.51 -2.25
112 H -4.01 -1.17 -3.09
113 H -2.88 -2.32 -3.82
114 H -2.20 -4.30 -3.05
115 H -3.05 -5.12 -1.68
116 H -0.87 -3.12 -1.68
117 H -0.97 -4.55 -0.69
118 H -1.81 -2.22 0.50
119 H -2.65 -3.74 0.80
120 H -4.05 -1.57 -0.74
121 H -4.60 -3.04 -0.13
122 P -3.53 5.24 2.21
123 F -3.68 6.78 1.78
124 F -2.63 5.80 3.42
125 F -4.77 5.35 3.17
126 F -3.35 3.67 2.38
127 F -4.51 4.84 0.93
128 F -2.23 5.11 1.20

Calculated values
Max |F| = 4.43 eV/Å
Total energy = -82935.504 eV
Charge = +3
LUMO level = -6.54 eV
HOMO level = -17.01 eV
HOMO-LUMO gap = 10.47 eV